A 2-piece molecular cluster, C29H45BF9N2O6S overall in a non-equilibrium geometry, computed with ωB97M-V/def2-TZVPD.

Geometry (Å):
C (1.03, 6.26, -2.35)
C (0.94, 4.82, -2.87)
C (0.41, 3.81, -1.85)
B (1.52, 3.63, -0.68)
N (1.22, 2.89, 0.54)
O (2.78, 4.16, -0.92)
O (-0.85, 4.42, -1.44)
S (-1.80, 3.69, -0.38)
O (-3.12, 4.02, -0.82)
O (-1.46, 4.02, 0.97)
C (-1.47, 1.95, -0.72)
C (-2.65, 1.16, -0.12)
C (-2.44, 0.93, 1.37)
C (-1.32, -0.05, 1.69)
C (-1.59, -0.92, 2.91)
C (-0.69, -2.18, 2.93)
C (0.24, -2.27, 4.15)
C (1.71, -2.16, 3.77)
C (2.16, -3.26, 2.80)
C (2.33, -4.61, 3.48)
C (2.58, -5.80, 2.55)
C (1.52, -6.03, 1.46)
C (1.90, -5.64, 0.03)
O (1.47, -4.34, -0.34)
C (0.29, -4.30, -1.12)
C (-1.21, 1.88, -2.25)
C (-1.48, 0.56, -2.97)
F (-1.29, -0.54, -2.21)
F (-0.56, 0.44, -3.99)
C (-2.81, 0.43, -3.78)
F (-2.83, -0.77, -4.37)
F (-2.71, 1.36, -4.76)
C (-4.21, 0.65, -3.16)
F (-5.04, 0.72, -4.24)
F (-4.30, 1.82, -2.55)
C (-4.79, -0.51, -2.27)
F (-5.29, -0.03, -1.16)
F (-3.87, -1.41, -1.99)
F (-5.77, -1.13, -2.91)
C (0.21, 2.44, -2.56)
C (1.41, 1.54, -2.29)
C (2.56, 1.77, -3.06)
C (3.68, 0.97, -2.86)
N (3.77, 0.00, -1.95)
C (2.67, -0.21, -1.23)
C (1.48, 0.51, -1.37)
H (0.49, 6.41, -1.42)
H (2.07, 6.50, -2.15)
H (0.71, 6.96, -3.11)
H (0.23, 4.81, -3.70)
H (1.89, 4.50, -3.28)
H (1.25, 3.46, 1.38)
H (1.83, 2.09, 0.68)
H (3.43, 3.45, -0.84)
H (-0.59, 1.75, -0.13)
H (-3.59, 1.70, -0.22)
H (-2.78, 0.19, -0.58)
H (-2.33, 1.86, 1.89)
H (-3.38, 0.48, 1.73)
H (-0.42, 0.52, 1.90)
H (-1.11, -0.67, 0.81)
H (-2.64, -1.21, 2.93)
H (-1.36, -0.29, 3.77)
H (-0.12, -2.23, 2.01)
H (-1.35, -3.04, 2.95)
H (0.01, -1.47, 4.85)
H (0.08, -3.21, 4.68)
H (2.33, -2.26, 4.67)
H (1.94, -1.18, 3.37)
H (1.40, -3.35, 2.03)
H (3.08, -3.00, 2.28)
H (3.19, -4.51, 4.14)
H (1.49, -4.84, 4.14)
H (2.61, -6.70, 3.17)
H (3.57, -5.70, 2.09)
H (1.24, -7.08, 1.45)
H (0.62, -5.46, 1.72)
H (2.98, -5.66, -0.07)
H (1.51, -6.39, -0.67)
H (-0.24, -5.25, -1.10)
H (-0.37, -3.54, -0.72)
H (0.53, -4.03, -2.14)
H (-1.88, 2.62, -2.69)
H (0.21, 2.61, -3.63)
H (2.59, 2.53, -3.82)
H (4.56, 1.15, -3.47)
H (2.71, -1.00, -0.50)
H (0.63, 0.25, -0.76)
C (-0.28, 2.69, 3.87)
O (-0.16, 1.59, 4.65)
H (-0.22, 3.69, 4.39)
H (0.50, 2.79, 3.06)
H (-1.23, 2.79, 3.30)

Calculated values
* net charge: -1
* multiplicity: 1
* gap between HOMO and LUMO: 0.1735 hartree
* maximum force: 0.025 hartree/bohr
* E: -82037.8459 eV
* LUMO: 2.114 eV

Löwdin atomic charges, in units of e: -0.064, -0.172, -0.299, -0.538, 0.180, 0.152, -0.183, 0.676, -0.257, -0.228, -0.241, -0.179, -0.175, -0.202, -0.188, -0.188, -0.192, -0.201, -0.219, -0.216, -0.201, -0.165, -0.240, -0.200, -0.099, -0.104, -0.358, 0.131, 0.109, -0.349, 0.162, 0.151, -0.337, 0.143, 0.184, -0.580, 0.202, 0.187, 0.189, -0.125, -0.171, -0.011, -0.141, 0.067, -0.106, -0.005, 0.083, 0.072, 0.072, 0.122, 0.102, 0.078, 0.085, 0.110, 0.090, 0.099, 0.092, 0.087, 0.115, 0.112, 0.100, 0.100, 0.088, 0.078, 0.100, 0.107, 0.093, 0.107, 0.113, 0.068, 0.116, 0.109, 0.106, 0.097, 0.103, 0.101, 0.114, 0.116, 0.109, 0.083, 0.079, 0.083, 0.147, 0.146, 0.115, 0.102, 0.109, 0.103, -0.478, -0.409, 0.039, 0.017, 0.019


C29H45BN6ORuS4 as an isolated structure in a non-equilibrium geometry, computed with ωB97M-V/def2-TZVPD.

Geometry (Å):
Ru (-0.02, 0.03, -0.11)
C (4.91, 0.96, -0.07)
C (3.96, 1.26, 1.01)
C (4.35, 1.50, 2.32)
C (3.38, 1.75, 3.31)
N (2.10, 1.74, 3.00)
N (1.69, 1.52, 1.77)
B (0.18, 1.55, 1.42)
N (-0.16, 2.96, 0.79)
N (0.30, 4.04, 1.38)
C (0.08, 5.24, 0.87)
C (-0.63, 5.38, -0.34)
C (-1.14, 4.26, -0.98)
C (-1.85, 4.33, -2.27)
C (-0.88, 3.02, -0.34)
S (-1.49, 1.53, -0.97)
C (0.58, 6.46, 1.60)
C (-0.63, 7.31, 2.03)
C (1.36, 6.04, 2.87)
C (1.54, 7.26, 0.73)
N (-0.74, 1.24, 2.64)
N (-0.67, 2.05, 3.68)
C (-1.43, 1.87, 4.74)
C (-2.39, 0.83, 4.76)
C (-2.48, -0.04, 3.70)
C (-3.46, -1.14, 3.63)
C (-1.57, 0.17, 2.62)
S (-1.51, -0.96, 1.34)
C (-1.26, 2.77, 5.93)
C (-0.24, 3.87, 5.66)
C (-0.83, 1.94, 7.14)
C (-2.59, 3.49, 6.25)
C (2.56, 1.30, 0.76)
S (1.94, 1.09, -0.84)
C (3.73, 2.09, 4.74)
C (3.49, 3.59, 4.91)
C (5.19, 1.79, 5.11)
C (2.84, 1.28, 5.68)
H (5.92, 0.83, 0.31)
H (4.93, 1.77, -0.80)
H (4.62, 0.07, -0.63)
H (5.40, 1.48, 2.58)
H (-0.78, 6.36, -0.77)
H (-1.98, 5.35, -2.60)
H (-2.83, 3.85, -2.21)
H (-1.29, 3.78, -3.03)
H (-1.35, 6.72, 2.59)
H (-1.14, 7.74, 1.17)
H (-0.30, 8.14, 2.64)
H (0.72, 5.42, 3.49)
H (1.66, 6.92, 3.43)
H (2.25, 5.49, 2.59)
H (1.03, 7.71, -0.13)
H (2.36, 6.64, 0.37)
H (1.96, 8.10, 1.29)
H (-3.04, 0.71, 5.61)
H (-4.02, -1.23, 4.56)
H (-2.97, -2.09, 3.42)
H (-4.16, -0.96, 2.82)
H (0.72, 3.41, 5.40)
H (-0.09, 4.49, 6.54)
H (-0.56, 4.50, 4.84)
H (0.10, 1.41, 6.94)
H (-1.58, 1.19, 7.40)
H (-0.69, 2.58, 8.00)
H (-2.95, 4.04, 5.39)
H (-2.45, 4.18, 7.08)
H (-3.34, 2.77, 6.57)
H (4.14, 4.18, 4.27)
H (3.69, 3.87, 5.94)
H (2.46, 3.83, 4.66)
H (5.88, 2.45, 4.59)
H (5.44, 0.75, 4.93)
H (5.34, 1.97, 6.17)
H (1.79, 1.44, 5.41)
H (3.00, 1.61, 6.71)
H (3.05, 0.22, 5.63)
C (0.29, -4.24, -1.28)
S (1.50, -2.90, -1.35)
C (2.83, -3.65, -0.37)
O (0.93, -1.85, -0.37)
H (0.68, -5.06, -1.88)
H (-0.65, -3.91, -1.72)
H (0.13, -4.57, -0.25)
H (3.30, -4.42, -0.98)
H (2.43, -4.09, 0.54)
H (3.57, -2.89, -0.13)

Calculated values
* ⟨S²⟩: 6.07
* net charge: +4
* multiplicity: 5
* gap between HOMO and LUMO (spin up / spin down): 0.2780 / 0.1766 hartree
* maximum force: 0.039 hartree/bohr
* E: -88350.5097 eV
* relative energy (zero: lowest compared OMol25 entry of this formula, charge and spin): 0.4579 eV
* LUMO (spin up / spin down): -12.854 / -15.611 eV

Löwdin atomic charges, in units of e: 0.664, -0.017, -0.194, 0.153, -0.124, 0.228, 0.016, -0.616, -0.013, 0.213, -0.141, 0.142, -0.199, -0.016, -0.522, 0.913, -0.542, -0.008, -0.042, -0.014, 0.027, 0.232, -0.123, 0.143, -0.196, -0.020, -0.494, 0.985, -0.535, -0.036, 0.000, -0.006, -0.496, 0.986, -0.531, -0.009, -0.029, -0.025, 0.115, 0.118, 0.090, 0.147, 0.153, 0.113, 0.107, 0.112, 0.094, 0.095, 0.112, 0.049, 0.110, 0.077, 0.093, 0.095, 0.112, 0.153, 0.116, 0.097, 0.118, 0.047, 0.116, 0.071, 0.081, 0.096, 0.116, 0.098, 0.113, 0.092, 0.101, 0.116, 0.050, 0.098, 0.102, 0.112, 0.044, 0.112, 0.102, -0.199, 0.987, -0.193, -0.745, 0.088, 0.072, 0.076, 0.086, 0.077, 0.058


C29H45BrCaCl5F3N3NaO10S as an isolated structure in a non-equilibrium geometry, computed with ωB97M-V/def2-TZVPD.

Geometry (Å):
F (-0.74, -2.49, 3.80)
C (-0.01, -3.68, 3.90)
F (-0.78, -4.70, 4.56)
F (1.07, -3.41, 4.79)
O (0.57, -4.13, 2.69)
C (-0.37, -4.12, 1.60)
N (-1.40, -5.21, 1.64)
C (-2.32, -5.08, 0.44)
C (-3.58, -6.05, 0.75)
O (-3.10, -7.41, 0.87)
C (-2.16, -7.57, 1.96)
C (-0.86, -6.60, 1.82)
C (-0.02, -7.16, 0.58)
C (0.73, -8.54, 0.94)
C (2.16, -8.18, 1.59)
C (2.40, -8.77, 3.07)
N (3.26, -7.76, 3.79)
C (2.77, -6.81, 4.75)
C (4.03, -5.99, 5.14)
C (5.24, -6.60, 4.26)
C (4.66, -7.76, 3.41)
H (-0.92, -3.14, 1.43)
H (0.25, -4.29, 0.64)
H (-2.02, -5.02, 2.46)
H (-1.83, -5.42, -0.53)
H (-2.69, -3.99, 0.33)
H (-4.31, -6.01, -0.13)
H (-4.11, -5.74, 1.73)
H (-1.89, -8.67, 2.01)
H (-2.63, -7.30, 2.98)
H (-0.26, -6.64, 2.79)
H (0.76, -6.37, 0.26)
H (-0.65, -7.37, -0.36)
H (0.96, -9.07, -0.06)
H (0.11, -9.27, 1.55)
H (2.28, -7.04, 1.68)
H (3.03, -8.55, 0.93)
H (1.44, -8.91, 3.68)
H (2.94, -9.78, 3.00)
H (1.69, -6.72, 5.10)
H (4.07, -5.10, 5.88)
H (6.33, -6.28, 4.23)
H (5.14, -8.44, 2.64)
C (1.50, -0.97, -0.30)
Cl (0.64, -2.42, -0.83)
Cl (3.25, -1.18, -0.44)
H (1.18, -0.13, -0.92)
H (1.25, -0.77, 0.75)
Cl (0.06, 1.40, -1.31)
C (1.18, 7.19, -0.88)
C (1.48, 5.89, -1.59)
O (2.14, 5.85, -2.62)
N (1.00, 4.74, -1.04)
C (0.21, 4.59, 0.16)
H (1.62, 8.01, -1.43)
H (0.09, 7.34, -0.84)
H (1.60, 7.17, 0.12)
H (1.24, 3.92, -1.57)
H (0.76, 3.93, 0.84)
H (-0.73, 4.10, -0.12)
H (0.01, 5.53, 0.65)
Ca (4.51, -3.94, 4.68)
C (-3.18, -1.74, -2.58)
C (-3.45, -0.72, -3.40)
C (-3.20, -0.82, -4.86)
O (-3.45, 0.10, -5.61)
C (-2.64, -2.10, -5.37)
C (-2.37, -3.11, -4.55)
C (-2.62, -3.01, -3.09)
O (-2.38, -3.94, -2.34)
H (-3.36, -1.68, -1.52)
H (-3.86, 0.21, -3.04)
H (-2.47, -2.15, -6.43)
H (-1.96, -4.05, -4.90)
Cl (3.02, 9.85, -1.79)
C (3.39, 9.43, -3.49)
C (3.98, 10.60, -4.25)
Cl (2.79, 11.90, -4.51)
H (2.47, 9.07, -3.95)
H (4.11, 8.61, -3.46)
H (4.31, 10.27, -5.23)
H (4.84, 11.03, -3.73)
Br (-2.61, 1.89, -0.93)
C (0.50, 15.53, -0.55)
C (-0.02, 14.26, -1.17)
O (-1.20, 13.98, -1.15)
C (0.99, 13.35, -1.82)
H (-0.34, 16.09, -0.12)
H (1.21, 15.30, 0.24)
H (0.97, 16.15, -1.32)
H (1.73, 13.02, -1.08)
H (1.49, 13.87, -2.64)
H (0.48, 12.47, -2.22)
O (-5.56, 2.40, -1.13)
S (-6.28, 2.30, 0.17)
O (-6.00, 0.98, 0.78)
O (-7.73, 2.43, -0.07)
O (-5.83, 3.37, 1.07)
Na (-8.01, 1.73, -1.81)

Calculated values
* net charge: 0
* multiplicity: 1
* gap between HOMO and LUMO: 0.0752 hartree
* maximum force: 0.130 hartree/bohr
* E: -230232.3089 eV
* LUMO: -2.960 eV

Löwdin atomic charges, in units of e: 0.131, -0.452, 0.074, 0.014, 0.016, -0.156, -0.066, -0.061, -0.122, -0.150, -0.120, -0.187, -0.134, -0.166, -0.167, -0.145, -0.197, -0.039, -0.365, -0.125, -0.038, 0.149, 0.090, 0.181, 0.134, 0.156, 0.157, 0.147, 0.137, 0.145, 0.160, 0.124, 0.130, 0.125, 0.106, 0.112, 0.122, 0.123, 0.134, 0.115, -0.114, 0.054, 0.127, -1.060, 0.568, 0.497, -0.184, 0.034, 0.032, -0.033, -0.547, 0.008, -0.001, -0.104, -0.020, 0.091, 0.088, 0.084, 0.080, 0.021, 0.077, 0.631, 0.019, 0.020, -0.373, 0.127, 0.031, 0.020, -0.380, 0.041, 0.121, 0.087, 0.125, 0.119, 0.594, -0.634, -0.656, 0.559, 0.078, 0.080, 0.072, 0.068, 0.359, -0.030, -0.505, 0.062, -0.057, 0.081, 0.084, 0.083, 0.081, 0.062, 0.076, -0.453, 0.176, -0.420, -0.470, -0.382, 0.715